[1]
This record from OMol25 describes a structure of composition C29H46P2PdSe at a distorted geometry. The level of theory is ωB97M-V/def2-TZVPD.

The value obtained for the HOMO energy (spin up / spin down) is -11.6 / -13.3 eV. Its expectation value of S² is 6.05. For the largest force on an atom, the calculation gives 0.059 Eh/bohr. The charge is +2. Its multiplicity is 5.

Atoms and positions in Å:
C -0.10 1.43 -5.45
H 2.65 0.00 -4.82
C 1.39 2.44 1.19
H 2.07 2.72 0.38
C -2.99 0.15 1.54
C 3.87 -0.93 6.54
C -1.64 0.13 3.74
H -3.03 -3.11 -0.92
H 5.55 -0.07 5.45
H -0.25 3.37 -0.69
H 4.40 -0.96 7.49
C 2.51 -0.83 4.07
C 2.33 1.84 -3.75
H -2.09 1.12 3.94
H -1.61 2.25 -0.96
H 2.02 -1.88 -0.06
C -2.00 -1.84 2.12
C -0.89 2.63 -0.20
C -3.42 1.56 1.59
H -3.87 1.87 0.65
H -1.26 -2.05 -3.25
C 0.91 -0.33 -3.63
C 0.99 0.49 -0.81
P 0.59 -1.12 -1.85
H -4.10 -1.26 -1.42
H 0.84 -1.72 5.14
C 2.55 -1.39 6.44
H 3.33 2.07 -3.36
C -1.22 -2.86 2.86
C -0.25 0.38 -4.33
H -2.60 2.23 1.84
C 1.87 -1.35 5.22
C -0.41 2.86 -4.86
H -1.78 -0.49 4.64
C 4.52 -0.43 5.39
C -2.68 -3.27 0.11
H 1.15 1.24 -1.64
H -3.37 -3.99 0.57
H -0.55 0.28 3.59
H 2.77 -2.26 -1.66
H 2.00 0.29 -0.41
H -1.45 -3.87 2.50
C -3.26 -0.79 0.52
C 1.28 2.50 -2.92
H 2.99 -0.16 -3.11
H -4.32 0.40 -0.94
Se 1.65 -0.74 2.43
H -5.22 -0.87 -0.13
H 0.00 3.73 -5.42
H 4.34 -0.01 3.26
C -2.22 -0.50 2.54
C -4.24 -0.61 -0.57
H 1.71 3.07 -2.07
H -1.70 -3.76 0.07
Pd -1.07 1.40 -2.89
H 0.15 -3.11 -3.06
H -1.13 -0.30 -4.46
H -1.52 2.96 -4.84
C -2.63 -2.02 0.87
H -0.88 1.21 -6.19
H 1.93 1.96 2.02
C 2.28 0.29 -3.82
C 1.84 -2.22 -1.09
C 0.04 3.00 -3.42
C -0.53 -2.43 -2.53
H -0.35 3.86 -2.85
H -0.14 -2.67 2.70
H 0.85 3.33 1.56
C 3.86 -0.38 4.17
H 1.06 -1.35 -4.02
H -4.18 1.68 2.38
H -1.42 -2.81 3.94
H -1.44 3.13 0.61
H 0.83 1.41 -6.04
H 2.28 2.22 -4.79
H 1.38 -3.22 -1.04
P 0.09 1.27 0.62
H 2.05 -1.78 7.33
H -1.05 -3.02 -1.77

Results of the Löwdin charge analysis, in e, for atoms 1 through 6:
1 C -0.168
2 H 0.132
3 C -0.281
4 H 0.054
5 C -0.155
6 C -0.030

[2]
This record from OMol25 describes a structure of composition C29H47BCl2N3O6SiYb at a distorted geometry. The level of theory is ωB97M-V/def2-TZVPD.

The value obtained for the HOMO energy (spin up / spin down) is -4.7 / -7.1 eV. Its expectation value of S² is 0.75. For the largest force on an atom, the calculation gives 0.107 Eh/bohr. The charge is 0. Its multiplicity is 2.

Atoms and positions in Å:
H 6.60 -0.21 -0.05
C -0.07 -3.80 4.51
H -0.12 7.50 -1.60
C -2.16 -3.84 -2.51
H 4.42 -5.28 2.36
O 0.84 -1.70 4.35
H -0.18 2.62 -4.39
C -0.63 1.78 -3.85
C -1.83 6.19 -1.78
C 2.12 -4.74 1.18
C -4.52 3.12 -1.92
C -1.22 7.54 -1.59
H -1.25 -0.53 -1.39
H -2.49 6.12 -2.65
C -0.07 -5.09 4.98
B 0.24 -2.12 3.09
H -1.55 8.04 -0.66
H -3.75 4.29 -5.53
N 4.71 0.68 0.06
H 6.50 1.12 1.15
H -4.73 2.84 -0.88
H 1.86 0.29 -1.32
H 0.58 -6.36 6.59
C -1.34 0.54 -1.09
H -1.17 6.19 0.87
Si -0.14 1.85 -2.04
C 0.60 -5.35 6.18
C -1.52 -3.20 -0.23
H -2.86 -4.60 -2.89
H -1.97 4.38 -3.78
C -2.96 4.00 -3.54
H 1.36 -5.16 1.86
H -0.57 -5.84 4.38
H 0.72 -0.58 -2.46
H -0.25 0.86 -4.29
C -0.81 5.34 0.29
C -3.25 3.60 -2.22
H 4.61 2.75 -0.16
H -1.17 0.64 -0.01
C 2.55 -2.64 2.32
H -2.33 -2.90 -3.06
H -1.54 8.18 -2.42
H 3.18 -1.94 2.88
Cl -0.94 -0.85 2.34
H -3.78 -4.18 0.45
Yb 0.64 -0.88 0.23
H 3.45 1.87 -1.19
C 1.37 -3.04 6.33
C 6.17 0.79 0.15
O -1.41 2.75 -0.76
H 5.07 -3.91 1.41
O 1.30 -2.27 2.00
H -2.42 0.73 -1.26
H 1.62 -4.25 0.33
H -4.41 -3.02 -0.72
C 3.92 1.90 -0.19
H 3.14 2.02 0.58
H 0.25 5.54 0.06
C 0.68 -2.78 5.16
H -1.81 -3.26 0.84
H 4.76 -1.34 0.55
C 4.11 -0.48 0.29
C -1.64 5.16 -0.94
O -0.42 -2.67 -0.57
H 1.79 -4.57 7.79
C 1.29 -4.33 6.84
N 3.00 -3.78 1.90
H 6.53 1.51 -0.59
H -6.01 3.37 -4.98
C -3.79 -3.92 -0.61
H -1.13 -4.17 -2.69
H 1.94 -2.26 6.83
H 1.78 0.66 -3.04
H -1.71 1.83 -3.98
H -3.00 3.80 -0.14
C -3.97 3.96 -4.52
N -2.42 -3.70 -1.08
C 1.16 0.40 -2.17
C -2.31 3.80 -1.02
H -4.25 -4.73 -1.18
Cl 0.96 3.57 -2.05
C 4.37 -4.19 2.22
H 4.67 -3.68 3.15
C -5.25 3.47 -4.20
H 2.76 -5.55 0.82
C -5.52 3.05 -2.89
O 2.85 -0.63 0.25
O -0.43 -3.41 3.26
H -6.50 2.65 -2.64
H -0.87 4.44 0.89

Results of the Löwdin charge analysis, in e, for atoms 1 through 6:
1 H 0.092
2 C -0.216
3 H 0.077
4 C -0.014
5 H 0.086
6 O 0.115

[3]
This record from OMol25 describes a cluster of 7 separate species, C29H47BO17PS in total at a distorted geometry. The level of theory is ωB97M-V/def2-TZVPD.

The value obtained for the HOMO energy is -10.8 eV. For the largest force on an atom, the calculation gives 0.068 Eh/bohr. The charge is +1. Its multiplicity is 1.

Atoms and positions in Å:
O -0.64 5.94 -0.24
H 0.24 -3.10 5.49
O -0.14 3.04 5.78
O -1.18 -1.81 -2.88
C -5.65 -4.95 4.49
H -2.27 -4.67 2.05
O 1.31 3.55 -5.17
H -2.05 5.05 -1.45
H -6.12 -5.90 4.91
H 1.76 -5.85 9.25
O -5.90 -3.08 1.53
H 2.30 -6.64 7.73
C -2.11 0.30 -2.36
H -0.72 -2.33 -0.92
H 2.06 0.63 -6.48
O -0.13 -2.71 2.49
C 0.86 2.71 -4.21
H 4.44 -5.87 8.64
C -1.50 -1.81 -1.48
H -4.87 -2.21 5.10
C 2.27 -5.70 8.30
H 4.50 -3.43 7.42
H 0.14 0.86 -4.99
O 0.41 -5.02 3.72
C 0.48 3.72 2.39
C 3.84 -4.29 7.25
O 1.55 5.44 0.09
H -2.23 -0.18 -0.22
H 1.58 2.46 3.76
H 4.23 -4.87 6.42
C -2.29 -4.27 3.11
H 4.61 0.52 -11.83
H -1.03 5.91 -3.50
H -1.73 1.31 -2.48
C -3.08 0.50 5.05
C 3.66 -5.12 8.50
H -6.86 -3.13 1.70
H -0.60 0.04 -0.86
H -0.41 7.33 -2.65
O -0.66 -2.94 5.09
H 3.32 2.69 -10.80
H 0.64 4.47 -2.45
O -5.51 -5.03 3.03
C 1.79 2.79 -6.29
C 4.03 0.59 -8.58
H -3.20 0.28 -2.42
O -0.91 4.41 4.15
H 0.01 1.77 3.23
H -3.14 -2.71 5.60
H -2.24 6.81 -1.23
H -2.45 -2.34 -1.34
C -1.55 -0.62 -3.42
O 2.53 -3.82 6.91
H 1.32 4.41 2.47
H 1.55 6.04 -2.56
H 3.11 1.42 -5.31
C -0.61 6.26 -2.56
O 3.26 1.61 -9.03
C 0.55 2.69 3.49
C 2.11 1.42 -5.73
C 1.08 1.28 -4.63
H -0.24 -5.75 3.88
C 0.66 5.54 -2.15
O 4.10 0.26 -7.42
O 0.42 -4.54 7.28
B -5.15 -3.75 2.50
P -0.57 -3.65 3.57
H 2.67 3.27 -6.72
C 4.74 -0.09 -9.73
C 1.60 -4.64 7.47
H 1.00 2.75 -7.05
H 2.45 1.15 -10.87
C -1.51 6.01 -1.37
C -0.81 4.45 2.71
H -6.29 -4.03 4.69
C -3.36 -0.66 4.78
C -1.60 -0.35 -1.09
H -3.10 1.55 5.46
H 1.47 0.69 -3.80
S -3.55 -2.89 3.10
H -2.61 -5.10 3.80
H 0.48 3.30 1.38
H 3.66 -4.47 9.38
H -1.69 3.96 2.28
O 0.32 3.07 -3.19
H -4.64 -4.82 5.00
H 5.78 -0.29 -9.48
C -0.17 3.37 4.62
C 3.32 1.65 -10.47
H -0.79 5.49 2.38
C -3.77 -2.18 4.81
C 0.62 5.64 -0.66
H 5.45 1.65 -10.77
H 4.21 -1.01 -9.98
O -1.48 -0.37 -4.60
C 4.61 0.95 -10.83

Results of the Löwdin charge analysis, in e, for atoms 1 through 6:
1 O 0.008
2 H 0.072
3 O 0.096
4 O 0.036
5 C -0.047
6 H 0.112

[4]
This record from OMol25 describes a cluster of 6 separate species, C29H47FN5O4P2 in total at a distorted geometry. The level of theory is ωB97M-V/def2-TZVPD.

The value obtained for the HOMO energy is -10.0 eV. For the largest force on an atom, the calculation gives 0.084 Eh/bohr. The charge is +1. Its multiplicity is 1.

Atoms and positions in Å:
H 4.89 -4.55 0.40
H 0.73 7.92 -4.36
C -5.11 -1.48 3.14
H 6.03 -5.23 -3.92
H -5.48 -2.27 5.14
H -2.68 -4.63 0.45
C 5.61 -4.13 2.35
C -7.08 -1.07 4.14
C -7.09 -0.48 2.90
C -3.40 1.84 0.58
C 0.69 7.17 -3.58
H 2.89 -2.61 1.37
H -4.31 1.99 1.22
C 3.57 -4.35 -1.93
H 0.24 1.31 0.75
H 3.57 -1.00 1.80
C 6.87 -4.23 2.87
H -2.62 4.85 0.45
H -4.12 -1.78 2.85
P 0.90 1.27 -0.52
H -0.62 5.57 -1.15
C 7.72 -4.70 1.84
H -4.31 -4.23 -1.25
C 6.95 -4.87 0.72
C -3.91 -3.25 -0.84
C 1.74 -0.97 0.49
H 2.66 6.12 -3.71
H 4.68 -3.82 2.79
C -0.54 0.05 -2.69
N 5.67 -4.52 1.03
C -0.37 6.96 -2.73
H 1.06 -1.84 0.26
H 1.29 -0.45 1.40
H 3.85 -1.69 0.10
H -1.27 1.93 -1.68
C -0.29 1.45 -1.96
C 1.22 5.48 -2.19
H 3.71 -2.25 -2.11
H 0.67 5.86 2.84
H -2.62 2.55 1.02
H 7.21 -5.21 -0.27
O -3.55 -0.64 0.07
C -2.79 0.38 0.75
H 7.15 -3.99 3.89
P -3.04 -0.88 -1.52
H -7.89 -1.05 4.85
N -2.07 5.27 1.18
C -5.82 -1.71 4.29
C -1.19 -1.06 -1.75
H 5.63 -2.56 -3.69
C -2.54 6.11 2.15
H 4.17 -6.41 -2.35
C 5.11 -3.38 -3.23
H -1.33 7.45 -2.65
H 2.74 -4.39 -1.24
H -0.93 -2.05 -2.23
C -2.58 -3.62 -0.05
H -3.58 2.11 -0.50
H -2.43 -2.86 0.77
C -0.33 5.80 2.45
C 5.29 -4.73 -3.32
H -1.06 0.17 -3.68
C -0.72 5.08 1.35
C 1.69 6.23 -3.24
H 0.50 -0.33 -2.94
F 1.98 2.56 -0.48
H 8.78 -4.89 1.91
H -0.69 -1.06 -0.75
H -2.87 0.15 1.85
C -1.48 6.45 2.96
N -0.03 5.94 -1.89
H -7.85 0.10 2.40
H -1.53 7.10 3.82
O -3.54 0.14 -2.52
O 1.88 -0.09 -0.67
H -0.17 4.45 0.67
C 4.31 -5.35 -2.50
O -3.72 -2.38 -1.98
N -5.89 -0.73 2.30
H -5.63 -0.42 1.38
H 0.20 2.14 -2.72
H -1.68 0.38 0.52
H 1.67 4.67 -1.64
N 4.06 -3.15 -2.37
H -3.58 6.38 2.19
H -4.72 -2.89 -0.14
C 3.13 -1.59 0.96
H -1.66 -3.60 -0.69

Results of the Löwdin charge analysis, in e, for atoms 1 through 6:
1 H 0.107
2 H 0.098
3 C -0.159
4 H 0.100
5 H 0.094
6 H 0.094